Density functional theory data (ωB97M-V/def2-TZVPD) for C55H62N5PY as an isolated structure at a distorted geometry.

XYZ file:
```
124
Properties=species:S:1:pos:R:3
Y -0.1678 -0.3586 -0.1464
C -5.0792 3.6512 -1.5932
C -3.8221 3.4720 -2.4459
C -3.1587 2.1481 -2.2442
C -3.2458 1.0423 -3.0070
C -4.0504 0.8327 -4.2498
C -5.3815 0.1302 -3.9770
C -2.4460 -0.0197 -2.3583
C -2.3180 -1.3003 -2.7901
C -1.6195 -2.4070 -2.1313
C -1.4711 -3.7067 -2.6299
C -2.0112 -4.2187 -3.9286
C -3.4654 -4.6862 -3.8460
C -0.7577 -4.4330 -1.6495
C -0.5008 -3.5404 -0.6094
C 0.2596 -3.8029 0.5967
C 0.4688 -3.0282 1.6761
N -0.1532 -1.7299 1.8973
C 0.5676 -1.1252 3.0053
C 0.4769 0.1660 3.3737
C -0.2140 1.2706 2.7310
N -0.7148 1.1838 1.4560
C -1.2572 2.4024 1.1598
C -2.0056 2.6839 -0.0663
C -2.3034 1.8317 -1.0801
N -1.8722 0.5243 -1.2175
C -1.0739 3.2890 2.2316
C -0.4062 2.5510 3.2484
C 0.0297 2.9387 4.6404
C -0.0584 4.4121 5.0153
C -1.6060 4.6943 2.2230
C -3.0543 4.7924 2.7067
C 1.4168 -2.1708 3.5836
C 1.3553 -3.2747 2.8136
C 2.0622 -4.5775 3.0057
C 1.1280 -5.6684 3.5329
C 2.2244 -1.9428 4.8201
C 1.3729 -1.9538 6.0908
N -1.0359 -2.3120 -0.9009
C -0.3886 -5.8838 -1.6880
C -1.3313 -6.7691 -0.8712
H -5.5168 4.6416 -1.7347
H -4.8476 3.5257 -0.5350
H -5.8309 2.9048 -1.8561
H -3.1080 4.2674 -2.2068
H -4.0786 3.5983 -3.5018
H -3.4662 0.2397 -4.9600
H -4.2371 1.7953 -4.7341
H -5.2144 -0.8268 -3.4816
H -5.9349 -0.0522 -4.9006
H -6.0074 0.7363 -3.3195
H -2.8161 -1.5513 -3.7193
H -1.3894 -5.0454 -4.2880
H -1.9287 -3.4398 -4.6933
H -3.5679 -5.5019 -3.1270
H -3.8386 -5.0348 -4.8126
H -4.1087 -3.8727 -3.5043
H 0.7572 -4.7681 0.6199
H 1.0295 0.4256 4.2714
H -2.4095 3.6849 -0.1475
H 1.0709 2.6228 4.7842
H -0.5424 2.3599 5.3749
H 0.5725 5.0254 4.3699
H 0.2754 4.5626 6.0444
H -1.0772 4.7923 4.9402
H -1.5487 5.0826 1.2015
H -0.9784 5.3615 2.8140
H -3.7002 4.1621 2.0923
H -3.4324 5.8175 2.6640
H -3.1448 4.4372 3.7359
H 2.9050 -4.4486 3.6878
H 2.4897 -4.8941 2.0496
H 0.7190 -5.3847 4.5042
H 1.6486 -6.6210 3.6445
H 0.2866 -5.8175 2.8549
H 2.7390 -0.9805 4.7329
H 3.0088 -2.6987 4.8964
H 0.5770 -1.2101 6.0331
H 1.9746 -1.7399 6.9758
H 0.8995 -2.9281 6.2258
H 0.6368 -6.0239 -1.3282
H -0.3829 -6.2301 -2.7258
H -1.3331 -6.4635 0.1770
H -1.0468 -7.8234 -0.9208
H -2.3564 -6.6745 -1.2343
C -1.5884 -1.9036 2.2494
H -2.0260 -0.9205 2.4201
H -1.6732 -2.5145 3.1543
H -2.0925 -2.3908 1.4171
N 1.7859 -0.4751 -1.0962
P 2.6798 0.7622 -1.2995
C 1.7994 2.3125 -1.7108
C 2.0508 3.5458 -1.1132
C 1.3204 4.6694 -1.4806
C 0.3452 4.5739 -2.4605
C 0.0893 3.3513 -3.0666
C 0.8052 2.2276 -2.6887
C 3.8707 0.6298 -2.6782
C 4.1861 -0.6469 -3.1317
C 5.0962 -0.8165 -4.1656
C 5.6937 0.2889 -4.7559
C 5.3751 1.5668 -4.3155
C 4.4643 1.7345 -3.2817
C 3.7206 1.2360 0.1297
C 3.0686 1.5408 1.3253
C 3.7878 1.8579 2.4648
C 5.1780 1.8647 2.4300
C 5.8368 1.5602 1.2495
C 5.1106 1.2537 0.1031
H 2.8099 3.6327 -0.3463
H 1.5086 5.6172 -0.9914
H -0.2317 5.4478 -2.7390
H -0.6902 3.2609 -3.8122
H 0.5824 1.2693 -3.1470
H 3.6871 -1.4947 -2.6764
H 5.3326 -1.8133 -4.5168
H 6.3992 0.1552 -5.5668
H 5.8294 2.4323 -4.7819
H 4.2083 2.7335 -2.9476
H 1.9840 1.5481 1.3836
H 3.2567 2.0973 3.3780
H 5.7435 2.1071 3.3214
H 6.9195 1.5612 1.2158
H 5.6383 1.0184 -0.8130
```

E_tot	-2786.71995	hartree
molar mass	913.016	g/mol
total charge	-1
2S+1	1
frontier orbital gap	0.184	hartree



Density functional theory data (ωB97M-V/def2-TZVPD) for C47H38F3GeN3O4SV as an isolated structure at a distorted geometry.

XYZ file:
```
98
Properties=species:S:1:pos:R:3
V -1.0466 -0.3927 -1.1619
C -1.2783 -2.1304 -1.7022
Ge -0.7607 -3.3814 -0.3377
C -1.9114 -4.9158 -0.1537
C -3.2438 -4.8419 -0.5122
C -4.1195 -5.9194 -0.2889
C -3.6339 -7.1635 0.1139
C -2.2880 -7.2492 0.4795
C -1.4411 -6.2184 0.2917
C -0.5481 -2.5209 1.3184
C -0.3082 -3.2127 2.4992
C -0.7947 -2.7194 3.6848
C -1.5363 -1.5926 3.7688
C -1.6636 -0.8003 2.6029
C -1.0258 -1.2139 1.4633
C 0.8774 -4.3263 -0.7694
C 1.9752 -3.7751 -0.1132
C 3.2294 -4.3531 -0.2574
C 3.3188 -5.5381 -0.9733
C 2.2718 -5.9909 -1.7611
C 1.0164 -5.4433 -1.5678
H -1.6622 -2.6372 -2.5716
H -3.6397 -3.8788 -0.9057
H -5.1364 -5.7572 -0.5330
H -4.2685 -8.0041 0.1210
H -1.8819 -8.1250 0.9623
H -0.4011 -6.3409 0.5283
H 0.1185 -4.2004 2.4501
H -0.6604 -3.2773 4.6602
H -1.9476 -1.3089 4.7587
H -2.1282 0.1217 2.6339
H -0.9511 -0.4516 0.5839
H 1.8657 -2.8128 0.4306
H 4.0858 -3.9902 0.3583
H 4.2722 -6.0719 -1.0316
H 2.5433 -6.6965 -2.5662
H 0.1008 -5.9107 -1.9788
C 0.3608 5.9951 5.2842
C 0.8921 5.7053 3.9504
C 1.7448 4.6165 3.7541
C 2.2353 4.3385 2.4647
C 3.2073 3.1697 2.3407
C 1.9768 5.2189 1.3648
C 2.3104 4.8816 0.0075
O 2.2031 3.7387 -0.4454
C 1.2326 6.4708 1.6912
C 0.8395 7.4516 0.6858
C 0.7384 6.6922 2.9385
H 1.2156 5.9928 5.9670
H -0.4263 5.3039 5.5549
H -0.1380 6.9572 5.3825
H 2.0084 3.9261 4.5783
H 2.7365 2.4942 1.5764
H 3.3243 2.7045 3.3375
H 4.2068 3.4212 2.0159
H 2.6479 5.7331 -0.6499
H 0.1189 7.1007 -0.0156
H 1.6932 7.7818 0.0752
H 0.4556 8.3017 1.1900
H 0.0706 7.5431 3.1067
O 6.5431 -2.5123 -3.8309
S 6.8367 -1.2424 -4.5657
O 6.7392 0.0111 -3.8812
O 7.7587 -1.4584 -5.6567
C 5.1362 -1.4155 -5.1395
N 4.9549 -2.0664 -6.2448
C 3.7103 -2.4071 -6.5494
C 2.6110 -2.0296 -5.7915
C 2.9435 -1.1893 -4.6634
N 4.1749 -0.8564 -4.3855
C 1.8875 -0.6082 -3.7859
C 2.3784 0.1283 -2.6561
C 1.5007 0.7064 -1.7935
N 0.1735 0.8258 -2.0737
C -0.2916 0.2773 -3.2027
C 0.5053 -0.5750 -3.9995
H 3.6147 -2.9012 -7.4934
H 1.6269 -2.2380 -6.1385
H 3.4681 0.0599 -2.5214
H 1.7807 1.1920 -0.8855
H -1.2215 0.7055 -3.5944
H 0.0398 -1.2835 -4.6627
F -5.8627 3.9906 4.2437
C -6.2771 4.3590 2.9873
F -5.9136 5.7057 2.8936
F -7.6136 4.2226 2.9668
C -5.5300 3.5162 2.0432
C -4.1121 3.3867 2.1829
C -3.4244 2.5901 1.2833
C -4.0984 1.9028 0.2216
C -5.4938 2.0929 0.0901
C -6.1936 2.8560 0.9975
C -3.4433 1.0175 -0.6431
C -2.7449 0.1930 -1.2198
H -3.5754 3.8842 3.0512
H -2.3379 2.4383 1.3776
H -5.9934 1.4077 -0.6413
H -7.3094 2.8157 1.0018
```

E_tot	-5997.49239	hartree
molar mass	921.453	g/mol
total charge	-1
2S+1	3
frontier orbital gap (spin up / spin down)	0.241 / 0.244	hartree



Density functional theory data (ωB97M-V/def2-TZVPD) for one molecule with the formula C5H8O2.

XYZ file:
```
15
Properties=species:S:1:pos:R:3
C -0.5755 -0.3514 -1.3588
C 0.0612 -0.2451 0.0051
C 1.4029 0.3849 0.1911
C 1.2200 -1.0998 0.3998
O -0.8722 -0.0730 1.0734
C -1.5817 1.0621 1.0881
O -1.4993 1.9704 0.3047
H -0.8212 0.6372 -1.7536
H -1.4955 -0.9416 -1.2947
H 0.1024 -0.8564 -2.0536
H 1.9203 0.7304 -0.6999
H 1.5552 1.0005 1.0724
H 1.6186 -1.7883 -0.3402
H 1.2387 -1.4629 1.4229
H -2.2740 1.0329 1.9434
```

E_tot	-345.77019	hartree
molar mass	100.117	g/mol
total charge	0
2S+1	1
frontier orbital gap	0.415	hartree



Density functional theory data (ωB97M-V/def2-TZVPD) for C3H4N2O as an isolated structure at a distorted geometry.

XYZ file:
```
10
Properties=species:S:1:pos:R:3
C 0.7739 0.1978 -0.5222
C -0.6960 -0.0312 0.5453
O 2.0175 -0.2707 -0.1477
N -1.6566 0.7561 0.3850
C -0.0672 -0.7832 -1.1170
N -0.7791 -1.7031 -1.3189
H 2.4417 0.3689 0.4358
H 0.6608 1.2193 -0.8840
H -2.2505 0.8849 1.2039
H -0.4445 -0.6388 1.4200
```

E_tot	-301.33997	hartree
molar mass	84.078	g/mol
total charge	0
2S+1	1
frontier orbital gap	0.346	hartree



Density functional theory data (ωB97M-V/def2-TZVPD) for C33H45BN7S3SeY as an isolated structure.

XYZ file:
```
91
Properties=species:S:1:pos:R:3
Y -0.0729 0.2305 -0.4851
C 4.1447 0.0860 2.2445
C 3.6997 1.3806 2.9128
C 4.3709 1.4486 4.2890
C 4.1198 2.5727 2.0496
N 2.2177 1.4832 3.1422
C 1.7355 2.5647 3.8616
C 0.4131 2.3948 4.0144
N 0.0616 1.2213 3.3906
B -1.4072 0.7512 3.4599
N -1.5421 -0.7891 3.3718
C -1.2366 -1.5314 4.4928
C -1.2745 -2.8290 4.1513
N -1.6196 -2.9006 2.8100
C -1.7541 -1.6323 2.3430
S -2.1505 -1.1329 0.7475
C -1.6750 -4.2406 2.1390
C -2.5704 -5.1443 2.9911
C -2.2513 -4.2145 0.7279
C -0.2419 -4.7702 2.0910
N -2.3541 1.4829 2.4715
C -3.7038 1.3832 2.7131
C -4.3501 2.0178 1.7223
N -3.3984 2.5254 0.8566
C -2.1733 2.1749 1.3302
S -0.6136 2.5615 0.6592
C -3.8715 3.3471 -0.3143
C -4.8702 2.4865 -1.0914
C -4.5324 4.5982 0.2633
C -2.7641 3.7669 -1.2695
C 1.1631 0.6770 2.8312
S 1.1686 -0.7632 1.8798
H 5.2358 0.1173 2.2235
H 3.8342 -0.7937 2.8035
H 3.7798 -0.0023 1.2270
H 5.4503 1.3689 4.1586
H 4.1722 2.3812 4.8145
H 4.0400 0.6196 4.9163
H 5.1821 2.4901 1.8177
H 3.5720 2.5877 1.1082
H 3.9625 3.5228 2.5613
H 2.3763 3.3563 4.1981
H -0.3182 3.0064 4.5120
H -1.7986 1.0426 4.5637
H -1.0119 -1.0576 5.4315
H -1.0853 -3.7045 4.7416
H -3.5680 -4.7146 3.0874
H -2.6609 -6.1127 2.4994
H -2.1708 -5.3225 3.9883
H -3.2469 -3.7772 0.6971
H -1.6251 -3.6745 0.0254
H -2.3181 -5.2554 0.4060
H 0.1718 -4.9104 3.0905
H -0.2234 -5.7319 1.5771
H 0.4012 -4.0737 1.5518
H -4.0806 0.8553 3.5709
H -5.4005 2.1591 1.5563
H -5.7823 2.2885 -0.5282
H -5.1570 3.0163 -2.0003
H -4.4089 1.5417 -1.3785
H -5.3875 4.3596 0.8960
H -3.8140 5.1710 0.8516
H -4.8854 5.2276 -0.5541
H -2.2540 2.9016 -1.6816
H -3.2512 4.3041 -2.0851
H -2.0345 4.4261 -0.8072
C 2.1997 0.7559 -0.9045
C 2.5038 1.6245 -2.0494
C 2.0712 2.9608 -2.0643
C 2.2902 3.7849 -3.1567
C 2.9440 3.3040 -4.2829
C 3.3766 1.9843 -4.2896
C 3.1647 1.1625 -3.1952
H 2.3360 1.2588 0.0580
H 2.8094 -0.1527 -0.8508
H 1.5507 3.3593 -1.1970
H 1.9411 4.8107 -3.1270
H 3.1124 3.9444 -5.1386
H 3.8879 1.5885 -5.1591
H 3.5110 0.1350 -3.2234
Se -1.9902 -0.1097 -2.4096
C -1.3219 0.6583 -4.0275
C -1.3266 -0.0912 -5.2018
C -0.8840 0.4869 -6.3803
N -0.4352 1.7358 -6.4793
C -0.4201 2.4433 -5.3529
C -0.8463 1.9635 -4.1246
H -1.6742 -1.1158 -5.1991
H -0.8906 -0.0964 -7.2959
H -0.0425 3.4583 -5.4268
H -0.7886 2.6069 -3.2566
```

E_tot	-5327.19909	hartree
molar mass	814.651	g/mol
total charge	0
2S+1	1
frontier orbital gap	0.266	hartree



Density functional theory data (ωB97M-V/def2-TZVPD) for an isolated ion of composition C9H19NO3P and charge +1 at a distorted geometry.

XYZ file:
```
33
Properties=species:S:1:pos:R:3
C 2.7151 -0.8666 -0.1866
C 1.9861 -0.2152 -1.0946
C 2.6626 -0.1578 1.1484
C 1.2171 0.8825 -0.5194
C 1.1331 2.1405 -1.3245
C -3.1983 1.6203 0.8034
C 0.0260 -3.4311 0.0792
C -2.9287 1.4165 -0.6195
C -1.1102 -2.4181 -0.1875
N 1.9053 1.1134 0.8806
O -0.7452 0.1157 1.4226
O -1.4697 1.1865 -0.8196
O -0.6432 -1.1660 -0.7302
P -0.5569 0.2312 -0.0448
H 3.3551 -1.6727 -0.2807
H 1.7292 -0.5095 -2.1194
H 2.2024 -0.7424 1.9311
H 3.6160 0.0827 1.6963
H 1.5647 2.2543 -2.2913
H 1.6358 2.9846 -0.8412
H 0.1543 2.4892 -1.4001
H -3.0914 0.7285 1.3657
H -2.5305 2.2955 1.2906
H -4.1259 2.0725 1.0724
H 0.4981 -3.9759 -0.7173
H 0.8790 -3.0261 0.7102
H -0.3368 -4.2501 0.6459
H -3.2338 2.2768 -1.2831
H -3.3798 0.5149 -1.0314
H -1.6566 -2.2844 0.6819
H -1.7322 -2.8678 -0.9455
H 0.9894 1.2009 1.5221
H 2.4700 1.9770 1.1863
```

E_tot	-975.93509	hartree
molar mass	220.229	g/mol
total charge	+1
2S+1	1
frontier orbital gap	0.388	hartree



Density functional theory data (ωB97M-V/def2-TZVPD) for C5H4N as an isolated structure at a distorted geometry.

XYZ file:
```
10
Properties=species:S:1:pos:R:3
C 2.6566 0.4772 -0.3015
C 1.0985 0.8078 0.2797
C 0.6093 -1.0717 0.3087
C 1.9441 -0.5520 0.0884
C -1.4072 0.4495 -0.2217
N -0.0157 0.1193 -0.0224
H 0.1811 -1.8994 0.8491
H -1.4358 0.6711 -1.3488
H -1.8867 -0.4931 0.1667
H -1.7442 1.4913 0.2017
```

E_tot	-247.06113	hartree
molar mass	78.094	g/mol
total charge	+1
2S+1	1
frontier orbital gap (spin up / spin down)	0.303 / 0.303	hartree



Density functional theory data (ωB97M-V/def2-TZVPD) for a 4-piece molecular cluster, C4H15NO3 overall at a distorted geometry.

XYZ file:
```
23
Properties=species:S:1:pos:R:3
C 1.1523 -2.8051 -0.6361
C 0.9172 -1.6805 -1.6303
C 0.0327 -0.7053 -1.2900
N -0.1535 0.4106 -2.0961
C -0.0728 1.7118 -1.3957
H 0.3899 -2.7955 0.1312
H 1.1616 -3.7773 -1.1198
H 2.1149 -2.4613 -0.1761
H 1.4362 -1.8789 -2.5437
H -0.5658 -0.7327 -0.4048
H 0.5166 0.3768 -2.8667
H 0.0922 2.4006 -2.2120
H -0.9596 1.9501 -0.8411
H 0.7562 1.9146 -0.6699
H 1.8593 4.0228 0.4237
H 3.1006 3.7576 -0.4894
O 2.7994 4.2203 0.2947
H -3.2186 1.1893 0.9937
H -3.3315 1.5066 -0.5271
O -2.7987 1.6529 0.2617
H -1.4603 -2.4612 4.8934
H -1.9033 -3.3485 6.1412
O -1.8651 -2.4678 5.7592
```

E_tot	-441.52898	hartree
molar mass	125.168	g/mol
total charge	+1
2S+1	2
frontier orbital gap (spin up / spin down)	0.358 / 0.219	hartree



Among the records above, which one has the highest molar mass?
C47H38F3GeN3O4SV



Number 2 is which compound?
C47H38F3GeN3O4SV



molar mass of number 5 (C33H45BN7S3SeY)?
814.651 g/mol